(1)
112
Properties=species:S:1:pos:R:3:forces:R:3 method="wB97M-V/def2-TZVPD" homo_ev=-4.45 gap_ev=6.09 lumo_ha=0.0603 energy_ha=-2422.34733 multiplicity=1 charge=-1
C 3.53118 -5.30086 4.46256 0.063 0.002 -0.186
C 2.91340 -5.22286 3.42429 -0.829 1.183 0.151
C 1.91520 -4.78350 2.41530 0.005 -0.615 -0.221
C 2.26875 -3.97460 1.32428 -1.501 0.777 -1.675
C 1.24465 -3.50721 0.34745 0.844 -1.327 2.067
C -0.07452 -3.91607 0.57617 -0.257 -0.312 0.361
C -0.41656 -4.77897 1.67433 0.068 0.260 -0.160
C 0.54859 -5.22001 2.59687 0.119 0.258 -0.916
N 0.12795 -6.04530 3.69277 0.525 0.797 -0.094
C -1.90613 -5.21378 1.81170 -0.018 0.848 0.216
O -2.22276 -6.33338 2.09979 0.050 0.193 -0.279
C -2.90405 -4.07153 1.54075 0.648 0.333 -0.532
C -2.54981 -3.20094 0.45538 -0.406 -0.312 0.865
C -3.39290 -2.11649 0.17999 -0.342 -0.015 -0.013
C -4.58560 -1.85085 0.92594 1.089 -0.765 -0.401
C -5.36655 -0.58466 0.51359 -0.138 -0.387 0.720
C -6.92174 -0.73866 0.41491 0.302 0.471 -0.008
C -7.40691 -2.05137 -0.25918 -0.583 0.836 -0.457
C -8.96924 -2.15408 -0.29479 0.179 -0.149 0.656
C -9.65241 -2.11098 1.10906 -0.869 0.353 -0.064
N -10.16058 -3.43090 1.57389 0.398 0.356 0.477
C -4.91384 -2.74293 1.98318 -0.440 -0.569 -0.242
C -6.15384 -2.52873 2.86708 0.887 0.531 1.189
C -5.87388 -1.27289 3.81768 -0.196 -0.643 -0.270
C -4.35494 -1.10326 4.10710 -0.813 0.584 0.326
O -4.14702 -0.21954 5.24321 0.758 -0.532 -0.682
C -2.72448 -0.09904 5.40608 -0.027 0.371 -0.064
C -4.08053 -3.86457 2.29605 0.818 0.285 -0.658
C -4.40511 -4.85598 3.43371 -1.137 -1.466 1.713
O -5.33090 -5.66389 3.19732 -0.064 0.642 -1.156
O -3.81981 -4.82815 4.54728 0.767 1.425 -1.133
C -1.25622 -3.47959 -0.31931 -0.091 -0.022 0.966
O -1.15237 -3.38074 -1.51939 0.074 0.320 0.149
H 4.07096 -5.28696 5.40254 -0.289 -0.237 -0.750
H 3.30878 -3.65204 1.15132 -0.641 -0.232 0.265
H 1.49859 -2.87010 -0.51324 -0.001 -0.379 0.622
H 0.79597 -6.78834 3.88017 0.001 0.268 0.024
H 0.10241 -5.41978 4.50140 -0.203 -0.537 0.049
H -3.13028 -1.43724 -0.64639 -0.118 -0.380 0.380
H -4.93239 -0.20814 -0.43273 -0.290 -0.268 0.409
H -5.16571 0.19027 1.29012 -0.081 -0.307 -0.517
H -7.32028 -0.58940 1.44126 0.067 -0.327 -0.707
H -7.29319 0.14487 -0.15887 0.129 -0.618 0.245
H -7.09421 -1.98290 -1.32799 0.129 -0.393 0.711
H -6.93951 -2.92883 0.22470 -0.284 0.350 -0.387
H -9.39581 -1.32134 -0.90010 0.461 -0.463 0.282
H -9.29329 -3.10731 -0.76735 0.273 0.588 0.215
H -9.03218 -1.66772 1.91408 -0.070 0.016 -0.688
H -10.54382 -1.44716 1.01416 0.563 -0.383 0.112
H -10.95315 -3.25438 2.19342 0.141 -0.090 -0.265
H -9.45216 -3.80347 2.21166 -0.180 -0.257 -0.384
H -7.09616 -2.42114 2.30551 0.585 0.089 0.202
H -6.31010 -3.37399 3.57080 0.365 0.225 -0.823
H -6.43179 -1.49044 4.75363 0.447 0.482 -0.418
H -6.27966 -0.35591 3.34506 0.251 -0.284 0.441
H -3.86208 -2.06508 4.35815 -0.356 0.305 -0.473
H -3.88200 -0.58722 3.23935 -0.123 -0.710 0.330
H -2.41471 0.95630 5.21694 -0.207 -0.568 0.402
H -2.44536 -0.43749 6.42215 -0.039 0.312 -0.462
H -2.16583 -0.70622 4.66113 -0.372 0.169 0.517
C 5.83035 0.20429 -0.09743 0.240 -0.081 0.247
C 5.71114 -0.31832 -1.51363 -0.073 0.177 -0.331
C 4.85466 -1.55661 -1.32336 -0.112 -0.309 0.096
O 3.99544 -1.30370 -0.19830 0.440 0.263 -0.169
C 4.46009 -0.11955 0.46876 -0.389 0.026 0.074
H 6.07526 1.26498 -0.03890 -0.048 -0.015 0.005
H 6.60064 -0.35429 0.44226 -0.020 0.039 0.017
H 5.18073 0.41023 -2.13274 0.045 -0.039 -0.033
H 6.67032 -0.53243 -1.98515 -0.035 -0.036 0.002
H 5.46828 -2.43292 -1.08710 0.030 -0.005 -0.084
H 4.24776 -1.78319 -2.20204 -0.065 -0.014 0.071
H 3.74582 0.68445 0.26057 0.043 0.054 0.063
H 4.48311 -0.29501 1.54550 -0.094 -0.073 -0.028
C 0.93238 -0.74273 -3.90700 0.036 -0.180 0.152
C 1.00983 0.72297 -3.50900 -0.112 0.080 -0.116
C 2.47592 1.03711 -3.75372 0.078 -0.023 0.046
O 2.90596 0.19211 -4.83165 -0.184 -0.086 0.088
C 1.90035 -0.79990 -5.07792 0.009 0.105 -0.165
H -0.07153 -1.07547 -4.16831 0.038 -0.026 0.018
H 1.29699 -1.36959 -3.08875 -0.064 -0.018 -0.029
H 0.38270 1.32252 -4.17528 0.016 0.014 0.037
H 0.69845 0.91684 -2.48276 0.032 -0.026 -0.015
H 3.08550 0.79813 -2.87478 -0.061 0.074 0.071
H 2.64213 2.07811 -4.01663 0.079 -0.074 -0.005
H 1.40002 -0.54627 -6.01945 -0.048 -0.086 -0.004
H 2.37080 -1.77872 -5.18733 0.069 0.054 -0.020
C 5.95101 5.20967 -3.63300 0.230 -0.068 -0.033
C 5.82913 4.68775 -5.05538 -0.133 0.073 -0.129
C 4.96928 3.44924 -4.86226 0.024 -0.229 0.045
O 4.11937 3.71038 -3.73665 0.306 0.318 -0.032
C 4.58162 4.88941 -3.06307 -0.202 0.073 -0.047
H 6.19829 6.26513 -3.57204 -0.010 -0.060 0.048
H 6.72069 4.64706 -3.09662 -0.013 0.050 0.020
H 5.29964 5.41807 -5.67417 0.026 -0.028 -0.012
H 6.78680 4.47129 -5.52891 -0.028 -0.029 0.016
H 5.58122 2.57201 -4.62669 0.018 -0.014 -0.100
H 4.35798 3.22023 -5.73662 -0.069 -0.064 0.094
H 3.86838 5.69597 -3.26733 0.045 0.065 0.075
H 4.60490 4.71093 -1.98703 -0.068 -0.061 -0.030
C 5.28141 9.51002 -0.62679 -0.267 -0.012 0.071
C 6.40385 8.97550 0.24660 0.239 0.121 0.023
C 6.53205 7.54511 -0.25016 -0.118 -0.221 0.018
O 6.16152 7.55404 -1.63483 -0.043 0.310 0.286
C 5.55654 8.81455 -1.94942 0.167 0.003 -0.182
H 5.26950 10.59637 -0.71218 0.013 -0.030 -0.023
H 4.31552 9.18807 -0.22846 0.013 0.032 -0.029
H 7.32649 9.52626 0.04379 -0.012 -0.024 0.033
H 6.19827 9.03803 1.31489 -0.007 -0.032 -0.029
H 5.84404 6.87714 0.27883 0.049 0.011 0.078
H 7.54513 7.15343 -0.14591 -0.030 -0.039 -0.096
H 6.26552 9.38607 -2.55853 -0.069 0.072 -0.014
H 4.65006 8.64947 -2.53445 0.048 -0.095 -0.015

(2)
193
Properties=species:S:1:pos:R:3:forces:R:3 method="wB97M-V/def2-TZVPD" homo_ev="-4.86 / -6.41" gap_ev="5.24 / 6.64" lumo_ha="0.0138 / 0.0086" energy_ha=-3424.16582 multiplicity=2
Be -2.69264 1.82258 2.61663 1.147 -0.280 -0.688
C 0.78680 0.22755 -0.52650 0.897 0.978 -0.277
C -0.34176 1.21715 -0.12108 -2.049 -1.464 -0.993
C -1.25832 1.48210 -1.38161 1.863 0.980 -0.642
O -1.18028 0.66048 0.77328 -1.124 -0.619 2.839
H 0.56078 -0.78584 -0.85825 -0.989 0.106 -0.086
H 1.53320 0.04881 0.24749 -0.063 0.331 0.531
H 1.33864 0.71189 -1.33210 0.299 -0.046 -0.329
H 0.06831 2.13757 0.29457 0.652 0.598 -0.424
H -2.13007 2.12443 -1.25685 -0.177 -0.434 0.757
H -1.49334 0.53795 -1.87298 -0.223 -0.039 0.204
H -0.70074 2.05125 -2.12543 0.410 0.043 -0.492
C 6.58465 0.99032 0.23586 -0.572 -0.816 -1.623
O 5.26097 1.21438 0.71711 1.621 -2.017 -0.895
C 5.32889 1.93483 1.88945 0.110 1.088 -0.287
C 3.94803 1.97412 2.42143 -0.872 -0.871 1.844
N 3.46524 0.59849 2.82965 -0.007 1.528 -0.173
C 2.09918 0.64327 3.43081 1.158 -0.626 0.620
C 2.26382 1.01091 4.91056 1.784 2.062 0.064
O 1.14929 1.67413 5.44945 -1.462 -0.577 2.323
C 1.25398 1.94754 6.90230 -0.118 -0.820 -1.553
H 7.05397 1.90196 -0.13394 -0.043 0.282 0.119
H 6.47401 0.30340 -0.60319 -0.116 0.235 -0.355
H 7.30975 0.44290 0.83806 -0.381 0.258 1.044
H 5.64104 2.90951 1.51441 0.076 0.837 0.838
H 6.10225 1.56543 2.56293 -0.175 -0.268 0.309
H 3.30956 2.46777 1.68877 -0.310 -0.098 -0.166
H 3.92873 2.56150 3.33942 0.017 0.294 -0.070
H 3.54320 0.05237 1.98362 -0.538 -0.401 0.033
H 1.68277 -0.36108 3.50817 -0.123 -0.049 -0.870
H 1.41756 1.31666 2.91116 -0.196 0.069 -0.035
H 2.99701 1.80490 5.05240 0.959 0.016 -0.706
H 2.72969 0.22829 5.50937 -0.815 -0.648 0.103
H 2.15651 2.52581 7.10016 -0.005 0.077 0.043
H 1.26703 1.00760 7.45405 0.323 -0.160 -0.071
H 0.35544 2.45495 7.25339 0.082 0.287 -0.461
C 5.25346 -4.44412 -5.10200 0.050 -0.925 -0.831
O 5.54284 -3.23316 -4.50903 -0.006 0.669 1.293
C 4.92157 -2.05904 -5.00511 1.202 0.724 1.692
C 5.33032 -0.89610 -3.96298 -1.276 0.918 -1.509
N 5.05972 0.38898 -4.63771 0.372 0.850 -0.498
C 4.85511 1.68807 -3.93828 1.649 -0.611 -1.401
C 3.56435 1.80622 -3.29718 -1.047 -0.094 2.952
O 3.27654 3.11783 -2.72140 -0.640 -0.357 -1.429
C 4.15917 3.75205 -1.82308 -0.127 0.057 -0.039
H 4.66619 -5.16838 -4.53749 -1.064 0.664 0.434
H 6.14008 -5.07443 -5.17065 0.637 0.544 -0.575
H 4.81712 -4.24285 -6.08036 -0.047 -0.580 -0.228
H 3.84506 -2.12327 -5.16353 -0.263 -0.197 0.503
H 5.33991 -1.85117 -5.98993 0.263 0.399 -0.139
H 6.37909 -0.96320 -3.67371 0.096 -0.356 -0.211
H 4.73304 -0.80821 -3.05544 -0.118 -1.193 0.224
H 4.65971 0.29813 -5.56066 0.007 0.286 0.282
H 4.83479 2.55050 -4.60453 0.782 -0.237 -0.762
H 5.66923 1.85722 -3.23352 0.156 -0.111 0.026
H 3.55703 1.10327 -2.46417 -0.425 -0.297 0.265
H 2.81641 1.46435 -4.01259 -0.516 0.774 0.205
H 4.23780 3.21185 -0.87963 0.383 -0.321 0.003
H 3.74910 4.73010 -1.57139 -0.521 -0.075 -0.114
H 5.12101 4.02708 -2.25587 0.358 -0.552 -0.050
C -0.01210 5.17771 -2.73001 -0.346 1.932 -0.571
O -0.38817 6.41336 -3.43570 0.330 -0.983 0.149
C -1.39881 6.10461 -4.35898 -1.871 0.598 -0.990
C -2.78054 6.76740 -4.00607 0.273 -1.168 -1.187
N -2.77887 8.19177 -4.21086 -0.176 1.044 1.279
C -4.09674 8.84507 -4.18744 -0.754 -0.102 1.602
C -5.04521 8.48015 -2.95956 -0.593 1.205 -2.002
O -5.72843 7.29994 -3.33376 0.751 0.258 -0.112
C -6.81700 7.06438 -2.51114 -0.069 -0.619 0.480
H 0.69236 5.50310 -1.96453 -0.288 -0.284 0.228
H 0.50425 4.49431 -3.40413 -0.216 -0.169 0.000
H -0.98133 4.82747 -2.37501 0.522 -0.749 0.545
H -1.58226 5.03409 -4.45077 0.091 -0.251 0.302
H -1.14898 6.40700 -5.37595 0.416 0.375 0.014
H -3.04230 6.34238 -3.03708 -0.231 0.601 0.646
H -3.62071 6.50645 -4.64959 0.372 -1.210 -0.366
H -2.34725 8.54201 -3.36757 0.667 0.644 -0.130
H -4.74434 8.68288 -5.04908 0.400 -0.661 -0.267
H -3.94905 9.92441 -4.22386 0.272 0.054 0.345
H -5.85271 9.20865 -2.88656 -0.047 0.826 -0.471
H -4.68310 8.57588 -1.93593 0.916 -1.022 0.139
H -7.55947 7.85485 -2.40162 0.012 0.597 -0.605
H -6.41887 6.95649 -1.50221 -0.361 -0.780 0.401
H -7.31327 6.19955 -2.95147 -0.038 -0.199 0.632
C 1.35897 -2.95183 -3.27195 -0.920 -0.712 0.237
O 0.58150 -3.70167 -2.31184 0.406 -0.065 -0.552
C -0.06641 -4.86159 -2.87385 1.923 0.557 -0.920
C 1.00403 -5.90015 -3.40774 -1.305 0.286 0.585
N 1.64219 -6.45718 -2.25739 1.377 -0.471 0.796
C 2.99852 -7.09052 -2.32570 -2.147 -0.602 0.653
C 3.17307 -7.90677 -1.03121 1.963 -1.832 -0.302
O 4.49423 -8.49800 -1.14558 2.073 -0.233 1.678
C 5.14609 -8.91074 0.12508 -0.544 -0.248 -1.580
H 2.30733 -3.40146 -3.56617 0.259 -0.264 0.511
H 1.53250 -1.96154 -2.85088 -0.128 -0.054 -0.136
H 0.78114 -2.94344 -4.19614 -0.148 0.608 -0.198
H -0.65966 -4.58129 -3.74425 -0.299 0.285 -0.048
H -0.72460 -5.20527 -2.07587 0.261 -0.508 -0.158
H 1.72340 -5.48776 -4.11523 -0.104 0.606 -0.190
H 0.42593 -6.63029 -3.97413 0.017 -0.413 -0.010
H 1.61618 -5.73835 -1.54837 0.259 -0.023 0.413
H 3.88695 -6.49780 -2.54357 -0.082 0.626 0.277
H 2.95338 -7.83549 -3.12011 0.029 -0.043 -0.120
H 2.65820 -8.86747 -1.03921 -1.578 0.731 0.061
H 3.13159 -7.45661 -0.03937 -0.568 0.708 -0.303
H 4.54983 -9.53438 0.79115 -0.966 0.624 0.129
H 5.60913 -8.06893 0.63991 -0.222 0.067 0.029
H 5.90103 -9.66719 -0.08926 0.415 0.489 -0.713
C 3.50850 -3.46869 -0.20275 -1.282 -0.362 1.131
C 3.10648 -3.73376 1.28020 1.259 -0.401 -1.184
C 1.62905 -3.87257 1.51181 -1.358 -0.011 0.536
O 0.97839 -5.00589 0.94226 0.595 -0.060 -1.022
C -0.28900 -5.35401 1.47230 0.525 -0.237 0.171
N 3.82748 -4.91573 1.76264 -0.548 -0.187 0.662
H 3.49521 -4.45300 -0.67077 0.056 0.101 -0.392
H 4.50100 -3.02680 -0.29099 -0.203 0.156 -0.079
H 2.67654 -2.88369 -0.59483 0.489 0.365 -0.644
H 3.35517 -2.86308 1.88696 0.235 0.132 0.097
H 1.13944 -2.96546 1.15749 -0.100 0.245 -0.138
H 1.46916 -3.90201 2.58962 -0.023 -0.038 0.345
H -0.70781 -6.18526 0.90510 0.466 -0.183 -0.090
H -1.07440 -4.60022 1.41719 0.323 0.605 0.131
H -0.09907 -5.67502 2.49649 -0.537 0.021 0.305
H 3.26475 -5.69005 1.44037 -0.058 -0.436 0.132
H 4.72201 -5.04542 1.31198 0.143 0.336 -0.081
C 0.35275 4.74390 4.55106 0.883 0.916 -0.070
C -0.94963 4.26845 3.96032 -0.386 1.872 0.001
C -1.06992 4.71941 2.47146 -2.070 -2.159 0.182
O -2.34265 4.11953 1.85823 1.600 -0.058 0.857
C -3.03388 4.86288 0.81100 1.265 0.416 1.894
N -1.02037 2.89954 4.29682 -1.018 -1.905 -0.346
H 0.46643 4.48233 5.60308 -0.413 0.057 0.108
H 0.55639 5.81130 4.46572 0.008 0.098 -0.157
H 1.15680 4.18803 4.06875 0.210 0.138 -0.250
H -1.79978 4.78438 4.40659 -0.079 0.006 0.357
H -0.23617 4.28554 1.91943 0.095 0.664 -0.408
H -1.20398 5.79763 2.55836 0.462 0.041 -0.709
H -3.46115 4.17721 0.07929 0.201 0.161 0.229
H -2.31321 5.58084 0.41949 -0.092 -0.140 -0.668
H -3.75846 5.45390 1.37115 -0.593 -0.018 -0.515
H -0.11339 2.52577 4.53720 0.668 -0.249 -1.190
H -1.34202 2.80022 5.24907 -1.282 0.172 0.083
C -6.50870 1.52606 -0.61352 -1.133 -1.040 -0.222
C -5.71663 1.71577 0.65848 0.879 -1.826 -0.142
C -5.99201 0.56690 1.65645 0.593 1.451 0.536
O -4.93596 0.41911 2.67902 -1.383 1.664 -2.887
C -5.41694 -0.35132 3.68368 0.631 -0.662 2.582
N -4.30712 1.76058 0.30574 -0.076 1.724 0.525
H -7.49365 1.08667 -0.45571 -0.487 0.411 0.339
H -6.06889 0.74114 -1.22880 0.524 0.308 -0.225
H -6.63773 2.46616 -1.14987 0.144 -0.121 -0.177
H -6.01727 2.68987 1.04430 0.180 -0.099 0.678
H -6.18102 -0.42199 1.23874 0.064 0.106 -0.456
H -6.90606 0.97424 2.08852 -0.260 -0.744 0.796
H -5.20835 -1.40591 3.50360 -0.679 -0.368 -0.046
H -6.41436 -0.10186 4.04566 -0.528 -0.345 -0.663
H -4.84943 -0.10370 4.58074 0.495 -0.049 0.116
H -3.90819 0.88323 0.00375 -0.208 -0.569 -0.083
H -4.40527 2.33967 -0.51592 1.211 0.219 -0.419
C -2.24104 -2.27224 3.09339 0.421 0.139 1.047
C -1.84223 -1.27780 4.27187 0.349 -1.137 -0.734
C -0.92481 -1.94475 5.35528 0.538 1.004 -1.464
O 0.36791 -1.99857 4.70796 0.678 -0.632 0.299
C 1.52585 -2.35634 5.51040 -2.039 -1.204 0.058
N -1.18347 -0.12694 3.72870 0.005 1.287 -0.372
H -3.11327 -1.93390 2.53407 0.047 0.283 0.158
H -2.45963 -3.26992 3.47413 -0.258 -0.022 0.289
H -1.43646 -2.44736 2.37919 0.227 0.465 0.076
H -2.76096 -0.92626 4.74140 -0.144 -0.318 0.299
H -1.42920 -2.86809 5.64012 0.695 -0.538 0.156
H -0.74071 -1.30570 6.21889 -0.661 0.167 0.320
H 1.30032 -3.35361 5.88812 0.353 -0.345 0.124
H 1.63902 -1.75764 6.41420 0.139 0.591 -0.215
H 2.42264 -2.44394 4.89705 -0.215 0.499 -0.092
H -0.40883 0.15491 4.31230 -0.209 0.278 0.407
H -0.73489 -0.24357 2.83133 -0.397 -0.288 -0.746
C -3.07691 -2.75110 -2.04142 -1.337 -1.919 0.184
C -4.10107 -2.20384 -1.09137 -2.339 1.304 -0.451
C -4.81813 -3.08546 0.02074 2.517 -1.563 -0.540
O -5.04753 -4.46345 -0.43679 0.926 2.132 1.214
C -6.20154 -4.47632 -1.15901 -1.465 -1.686 -1.502
N -3.52959 -1.00218 -0.55723 0.311 0.280 1.907
H -2.30105 -3.22376 -1.43916 0.537 0.181 -0.538
H -2.80056 -1.95042 -2.72746 0.487 -0.096 0.282
H -3.60099 -3.49339 -2.64345 0.438 -0.445 -0.222
H -4.86495 -1.73034 -1.70812 -0.818 -0.883 -0.467
H -5.68209 -2.73132 0.58310 -0.483 0.568 -0.905
H -4.11650 -3.22012 0.84396 0.560 -0.023 -0.051
H -7.03839 -3.98829 -0.65939 -0.070 0.260 -0.085
H -6.48276 -5.51473 -1.33427 -0.162 -0.338 0.520
H -6.09992 -4.18317 -2.20391 0.151 1.022 -0.083
H -2.68878 -0.81100 -1.08314 0.209 0.388 0.452
H -3.22646 -1.23006 0.37887 0.651 0.595 0.378